C48H120F6N8O16P | the ωB97M-V functional and the def2-TZVPD basis

Properties
ΔE to the lowest compared entry with this formula, charge and spin = 2.480 eV
orbital gap = 8.332 eV
2S+1 = 1
E_tot = -121988.5300 eV
HOMO level = -6.6 eV
net charge = -1

Positions of all 199 atoms, in Å:
P 0.83050 -0.35747 1.12835
F 1.45861 1.10067 1.52833
F 1.92997 -1.13579 2.15452
F -0.28483 -0.28425 2.32273
F 0.31575 -1.76776 0.57110
F -0.22447 0.42136 0.09521
F 2.01085 -0.32280 0.06118
C -4.04245 5.47194 -12.46480
O -4.59817 4.32051 -11.83546
C -4.15011 4.16760 -10.50040
C -2.71513 3.72958 -10.33190
N -2.42189 3.40378 -8.90175
C -2.82070 4.45416 -7.93774
C -2.34048 4.09311 -6.55780
O -2.84816 5.09050 -5.66514
C -2.87171 4.67886 -4.33377
H -4.35424 6.43736 -12.06625
H -4.40269 5.53490 -13.49161
H -2.95346 5.47580 -12.51183
H -4.81554 3.54052 -9.90704
H -4.31503 5.09080 -9.94489
H -2.09325 4.58001 -10.61145
H -2.37071 2.97553 -11.03962
H -1.42754 3.23367 -8.95112
H -3.89997 4.60510 -7.91519
H -2.37799 5.43087 -8.13310
H -1.25345 4.01269 -6.56082
H -2.64451 3.08299 -6.28328
H -3.34118 5.47645 -3.75796
H -1.92213 4.53377 -3.81866
H -3.45361 3.75939 -4.27008
C -7.39145 -0.99681 -2.69280
O -6.92431 -1.98182 -1.70952
C -7.03829 -1.52954 -0.35795
C -6.74223 -2.72799 0.58473
N -7.60847 -3.86313 0.35785
C -8.87655 -3.63346 1.03477
C -9.80207 -4.83677 0.85618
O -9.99106 -4.99141 -0.56743
C -11.23298 -5.55595 -1.09939
H -8.45479 -1.14967 -2.87732
H -6.87147 -1.18866 -3.63137
H -7.16323 0.02028 -2.37416
H -8.01127 -1.19917 0.00574
H -6.26297 -0.79358 -0.14502
H -6.71941 -2.34619 1.60542
H -5.75226 -3.04358 0.25540
H -7.92813 -3.85847 -0.60021
H -9.46844 -2.77986 0.70440
H -8.62976 -3.33458 2.05352
H -10.75760 -4.70047 1.36264
H -9.27772 -5.73232 1.18953
H -11.40406 -6.45882 -0.51316
H -11.15760 -5.80746 -2.15730
H -12.06132 -4.84828 -1.06560
C -0.64954 0.38215 10.00979
O -0.35433 -0.99238 9.88846
C -0.28126 -1.40302 8.51361
C 0.21746 -2.87364 8.45637
N -0.66377 -3.73201 9.25901
C -0.10107 -5.07371 9.45663
C -0.93211 -5.83483 10.51857
O -0.92421 -5.26672 11.87436
C -1.98591 -5.72696 12.69270
H -0.42563 0.69993 11.02811
H -1.64318 0.62438 9.63282
H 0.04217 0.92238 9.36341
H 0.48752 -0.79753 8.03354
H -1.25184 -1.20282 8.05973
H 1.20850 -2.91423 8.90837
H 0.30684 -3.13164 7.40111
H -0.70838 -3.28653 10.16436
H 0.96302 -5.04639 9.69124
H -0.17498 -5.59334 8.50132
H -0.64943 -6.87949 10.64841
H -1.93136 -5.98783 10.11091
H -2.08128 -4.98398 13.48451
H -1.90046 -6.76167 13.02464
H -2.95237 -5.79851 12.19377
C 4.22708 -1.56033 -11.84067
O 3.91571 -0.75252 -10.71264
C 3.06671 0.36699 -11.02428
C 3.46782 1.73067 -10.45825
N 3.41724 1.64587 -8.99556
C 3.91793 2.84490 -8.36273
C 4.50206 2.47760 -6.99296
O 5.45794 1.36508 -7.12095
C 6.21426 0.96058 -5.93494
H 4.88288 -2.39399 -11.58959
H 4.79381 -1.01401 -12.59462
H 3.31382 -2.00160 -12.23986
H 2.02545 0.21641 -10.73931
H 3.08722 0.64409 -12.07827
H 2.80392 2.53777 -10.76800
H 4.47038 1.92481 -10.83941
H 4.14061 0.95226 -8.87012
H 3.17678 3.63250 -8.22677
H 4.69355 3.21891 -9.03103
H 3.68566 2.19654 -6.32767
H 4.96554 3.31135 -6.46557
H 6.92755 1.67500 -5.52391
H 6.80453 0.08428 -6.20287
H 5.58628 0.63138 -5.10707
C 4.76197 -6.46623 3.69169
O 4.35685 -6.71988 2.33433
C 2.95239 -6.62110 2.19344
C 2.54033 -7.04374 0.74297
N 2.81362 -6.12446 -0.35947
C 4.25097 -5.73614 -0.31473
C 4.75930 -5.11065 -1.59925
O 4.33208 -5.88894 -2.75278
C 5.38088 -6.26843 -3.58341
H 4.57006 -5.42854 3.96454
H 5.83837 -6.57145 3.82724
H 4.30094 -7.09639 4.45227
H 2.67828 -5.59817 2.45146
H 2.43274 -7.30662 2.86285
H 1.48656 -7.31696 0.79805
H 3.11278 -7.94940 0.54257
H 2.43057 -5.21475 -0.14546
H 4.85311 -6.61709 -0.09231
H 4.36830 -5.05645 0.52927
H 5.84737 -5.06712 -1.55120
H 4.41992 -4.07727 -1.67027
H 5.63549 -5.47494 -4.28601
H 4.95399 -7.09168 -4.15624
H 6.26332 -6.59208 -3.03147
C 0.76426 7.36887 5.42505
O -0.12737 8.34997 5.95205
C -1.49495 8.04080 5.71911
C -2.22013 9.41665 5.87220
N -2.11589 9.86322 7.24935
C -2.58743 11.20986 7.52995
C -4.09767 11.39814 7.57397
O -4.31629 12.79863 7.86677
C -5.69927 13.10826 8.05588
H 0.95104 7.44746 4.35404
H 0.39178 6.35369 5.56197
H 1.71978 7.46269 5.94107
H -1.95535 7.28897 6.36011
H -1.59752 7.73359 4.67836
H -3.27026 9.16043 5.73182
H -1.79070 10.11290 5.15184
H -1.16353 9.79520 7.57872
H -2.19781 11.91657 6.79725
H -2.17306 11.53898 8.48288
H -4.45256 10.85696 8.45105
H -4.71669 11.03390 6.75406
H -5.74284 14.16596 8.31564
H -6.12250 12.65194 8.95074
H -6.34996 12.83320 7.22579
C 7.89123 4.94555 9.68765
O 7.74469 3.84979 8.71289
C 6.84116 2.84901 9.18551
C 6.25299 2.02347 7.94706
N 7.27280 1.40698 7.10782
C 6.66127 0.89082 5.86868
C 7.73397 0.56224 4.75770
O 8.29475 1.71873 4.07886
C 7.37247 2.60189 3.36452
H 8.26585 4.47901 10.59875
H 6.96158 5.48314 9.87428
H 8.61355 5.63707 9.25387
H 6.01058 3.33412 9.69826
H 7.36257 2.16160 9.85163
H 5.67865 2.72329 7.34003
H 5.65190 1.25174 8.42792
H 7.93244 2.13951 6.88787
H 5.90448 1.57031 5.47668
H 6.14830 -0.06407 5.98336
H 7.28310 -0.06174 3.98602
H 8.51583 -0.05467 5.20065
H 6.93409 3.33407 4.04262
H 6.61143 2.05699 2.80595
H 7.94149 3.17722 2.63424
C 0.30921 -3.00085 -5.65040
O -0.21286 -4.22303 -5.05134
C -1.64155 -3.99559 -4.85058
C -2.22800 -5.25587 -4.08834
N -1.65866 -6.50303 -4.55852
C -2.20870 -6.87429 -5.92973
C -1.41688 -6.28022 -7.10355
O -0.02356 -6.10772 -6.81842
C 0.71620 -5.44577 -7.85590
H 0.14852 -2.15107 -4.98697
H -0.13438 -2.75991 -6.61646
H 1.38438 -3.03530 -5.82627
H -2.28057 -3.80952 -5.71380
H -1.85110 -3.06675 -4.32005
H -3.31742 -5.24820 -4.05357
H -1.92273 -5.15385 -3.04694
H -2.17072 -7.22238 -4.06816
H -3.28779 -6.75668 -6.02885
H -1.88177 -7.91266 -5.98449
H -1.84966 -5.36934 -7.51720
H -1.49594 -7.00374 -7.91494
H 1.08414 -6.26652 -8.47161
H 1.61790 -4.94258 -7.50684
H 0.23153 -4.63183 -8.39506